The molecule C4H6N2 at a distorted geometry, computed with ωB97M-V/def2-TZVPD.

Summary:
- Energy above the lowest of the compared OMol25 structures with the same formula, charge and spin: 101.0 kJ/mol
- Lowest unoccupied orbital energy: 0.91 eV
- Maximum force: 1.84 eV Å⁻¹
- E_HOMO: -8.50 eV

Positions of all 12 atoms, in Å:
C: -1.85032 -0.22266 0.08353
C: -0.40992 -0.27262 -0.26934
C: 0.25732 0.88186 0.04032
N: 1.57345 0.53346 0.11508
C: 1.64130 -0.76824 -0.26090
N: 0.46613 -1.29105 -0.52988
H: -1.81954 0.83516 0.40092
H: -2.05208 -0.68645 1.05110
H: -2.57979 -0.61188 -0.64110
H: -0.08236 1.88450 -0.17190
H: 2.29937 1.10811 0.50770
H: 2.58976 -1.27624 -0.30622

=====

A cluster of 2 separate species, C9H14O in total at a distorted geometry, computed with ωB97M-V/def2-TZVPD.

Summary:
- Energy above the lowest of the compared OMol25 structures with the same formula, charge and spin: 72.3 kJ/mol
- Lowest unoccupied orbital energy: 0.87 eV
- Maximum force: 2.43 eV Å⁻¹
- E_HOMO: -9.15 eV

Positions of all 24 atoms, in Å:
C: -0.46706 2.17934 -1.55184
C: -0.79088 0.76332 -1.16813
C: -1.78853 0.62531 -0.16451
C: -0.15288 -0.36299 -1.64946
C: -2.03774 -0.64221 0.31435
C: -0.47049 -1.63329 -1.17426
C: -1.45198 -1.79096 -0.21164
H: -0.42326 2.26070 -2.64598
H: 0.55459 2.40932 -1.23914
H: -2.01544 1.55646 0.33280
H: 0.64457 -0.19120 -2.36820
H: -2.62819 -0.72410 1.19197
H: 0.08038 -2.46939 -1.57249
H: -1.61816 -2.75238 0.24367
H: -1.11823 3.00025 -1.27434
C: 1.52797 -0.32475 1.76714
C: 1.36439 1.18684 1.68414
O: 2.84927 -0.74235 1.36746
H: 1.38041 -0.74074 2.75616
H: 0.86208 -0.72635 1.01256
H: 0.30236 1.35693 1.83607
H: 3.15305 -0.15804 0.66346
H: 1.76472 1.56813 0.74587
H: 1.94275 1.69906 2.45991

=====

The molecule C5H4O at a distorted geometry, computed with ωB97M-V/def2-TZVPD.

Summary:
- Energy above the lowest of the compared OMol25 structures with the same formula, charge and spin: 601.6 kJ/mol
- Lowest unoccupied orbital energy (alpha / beta): -0.34 / -0.93 eV
- Maximum force: 3.52 eV Å⁻¹
- E_HOMO (alpha / beta): -8.26 / -8.19 eV

Positions of all 10 atoms, in Å:
C: 0.52932 0.49644 -2.11009
C: 0.93082 0.43973 0.57242
C: 0.59316 0.46416 -0.74754
C: -0.56328 -0.15082 -1.49836
C: -0.98107 -0.74316 1.12007
O: 0.06663 -0.05972 1.45285
H: 0.99151 0.96553 -2.89918
H: 1.90164 0.88164 0.83857
H: -1.43090 -1.07643 0.23658
H: -1.32103 -1.13975 2.01074

=====

A structure of composition C20H45GaN2P3S2 at a distorted geometry, computed with ωB97M-V/def2-TZVPD.

Summary:
- Energy above the lowest of the compared OMol25 structures with the same formula, charge and spin: 159.7 kJ/mol
- Lowest unoccupied orbital energy: -10.72 eV
- Maximum force: 2.87 eV Å⁻¹
- E_HOMO: -13.84 eV
- Net charge: +3

Positions of all 73 atoms, in Å:
Ga: -0.18264 -0.05494 0.30868
P: -0.56085 -2.17103 1.23968
P: 0.98754 0.64091 2.61722
P: -1.26879 -0.34931 -1.72188
H: 2.36989 0.79663 0.11096
C: 1.50906 0.96919 -0.55146
C: 0.65378 2.06562 -0.37053
H: 0.77507 2.75468 0.46882
C: 0.84906 -3.21330 0.75658
C: -0.74251 -2.49261 3.02304
C: -1.99882 -3.08797 0.59673
C: 1.81682 2.26395 2.61920
C: 0.31240 0.59738 4.32071
C: 2.39400 -0.53347 2.71632
C: -1.02661 0.99616 -2.90592
C: -3.00727 -0.78372 -1.86279
C: -0.31283 -1.73589 -2.42392
H: 1.58031 0.44538 -1.51672
H: -0.03947 2.40396 -1.14632
H: 0.63057 -4.23882 1.11576
H: 1.78124 -2.84190 1.22076
H: 0.96580 -3.21818 -0.34285
H: -0.85399 -3.59203 3.13193
H: -1.65314 -2.00505 3.42386
H: 0.13236 -2.16644 3.61284
H: -1.95490 -4.10520 1.03967
H: -1.99523 -3.17919 -0.50474
H: -2.93467 -2.59415 0.92255
H: 2.43938 2.31382 3.54220
H: 1.06452 3.07806 2.63204
H: 2.46400 2.38112 1.72786
H: 1.14992 0.45388 5.03174
H: -0.41519 -0.22562 4.43941
H: -0.20628 1.55584 4.53271
H: 3.06611 -0.14555 3.50814
H: 2.93762 -0.55827 1.75241
H: 2.06172 -1.55602 2.97584
H: -1.38766 0.60933 -3.87712
H: 0.03613 1.27866 -2.99225
H: -1.62078 1.87355 -2.59197
H: -3.13571 -1.08256 -2.92398
H: -3.61128 0.11623 -1.63254
H: -3.28433 -1.60961 -1.18281
H: -0.63361 -1.80053 -3.47322
H: -0.50919 -2.68350 -1.90086
H: 0.76589 -1.51343 -2.38964
C: 2.56593 -0.09338 -6.38857
C: 3.51685 -1.00723 -6.88529
C: 4.72156 -0.54349 -7.42127
C: 4.98994 0.82971 -7.47161
C: 4.04864 1.74165 -6.98425
C: 2.84298 1.28628 -6.44795
S: 1.06386 -0.60086 -5.69605
H: 1.21864 -1.95896 -5.83607
H: 3.28433 -2.07046 -6.83499
H: 5.45457 -1.26240 -7.80157
H: 5.92875 1.18389 -7.88959
H: 4.24735 2.81791 -7.01863
H: 2.09626 1.98229 -6.06382
C: -4.60059 0.68097 4.74805
N: -3.30620 0.39434 4.11624
C: -2.58538 1.32543 3.44877
S: -1.77616 0.90353 1.90253
N: -2.47044 2.56812 3.87258
C: -2.65387 3.11596 5.22311
H: -4.75258 1.77852 4.81346
H: -4.58994 0.24675 5.75184
H: -5.42271 0.22885 4.17916
H: -3.22083 -0.51933 3.67519
H: -1.88619 3.13108 3.21971
H: -2.93786 2.30477 5.93849
H: -1.73596 3.60553 5.58218
H: -3.44834 3.87450 5.19224

=====

A structure of composition C31H63O15PdS7 at a distorted geometry, computed with ωB97M-V/def2-TZVPD.

Summary:
- Lowest unoccupied orbital energy (alpha / beta): -3.42 / -4.74 eV
- Maximum force: 5.32 eV Å⁻¹
- E_HOMO (alpha / beta): -12.22 / -12.22 eV
- Multiplicity: 3
- Net charge: +1

Positions of all 117 atoms, in Å:
Pd: -2.19257 -9.83603 6.81661
C: -4.06611 -12.45634 9.54941
C: -3.32684 -12.81092 8.28548
C: -4.24097 -13.33307 7.12463
O: -2.47378 -11.78204 7.73257
H: -4.78841 -11.67311 9.31931
H: -3.38188 -12.18830 10.35445
H: -4.64341 -13.37546 9.64963
H: -2.61253 -13.62423 8.41354
H: -4.94819 -12.62308 6.69584
H: -4.75132 -14.24231 7.44231
H: -3.61526 -13.69053 6.30683
C: -4.10005 -15.84227 4.00293
C: -3.74671 -16.60033 5.23793
C: -2.29472 -16.36639 5.76045
S: -1.36448 -15.60004 4.38424
O: -0.24881 -16.39029 3.89495
O: -1.16999 -14.18055 4.67367
C: -2.80706 -15.75165 3.17921
H: -4.46519 -14.85078 4.27073
H: -4.96253 -16.16042 3.41726
H: -3.94658 -17.66725 5.13876
H: -4.49637 -16.33659 5.98396
H: -1.76496 -17.31898 5.75547
H: -2.10049 -15.86458 6.70838
H: -2.65267 -16.72264 2.70864
H: -2.75054 -14.93516 2.45932
C: -8.32449 -13.17142 8.42950
C: -8.62831 -14.63650 7.85455
C: -7.93102 -14.76622 6.50623
S: -8.43385 -13.15837 5.71363
O: -9.89570 -13.30649 5.34816
O: -7.52139 -12.80468 4.66254
C: -8.19967 -12.14098 7.26220
H: -7.39848 -13.14605 9.00394
H: -9.10205 -12.82470 9.11016
H: -9.68513 -14.90197 7.88215
H: -8.13479 -15.37895 8.48169
H: -8.09589 -15.65798 5.90152
H: -6.84148 -14.78150 6.47839
H: -8.96283 -11.38713 7.06883
H: -7.22213 -11.67466 7.13954
C: -4.59701 -8.96346 2.41394
C: -5.02031 -10.37283 2.38461
C: -5.13535 -10.98386 3.71135
S: -5.23073 -9.59417 5.03778
O: -4.16603 -9.51757 6.01998
O: -6.63271 -9.47266 5.51628
C: -5.01511 -8.43174 3.69730
H: -5.08063 -8.38303 1.62825
H: -3.54783 -8.74172 2.21860
H: -4.43162 -11.06148 1.77855
H: -5.97630 -10.31644 1.86403
H: -4.49486 -11.79702 4.05289
H: -6.20505 -11.19055 3.67777
H: -4.41764 -7.61101 4.09422
H: -6.05421 -8.10652 3.74816
C: 0.57281 -11.16821 12.74712
C: -0.20547 -11.45211 13.96422
C: -1.40884 -10.42601 14.07237
S: -1.65216 -9.75687 12.35466
O: -1.33843 -8.27634 12.33870
O: -2.81204 -10.26467 11.59295
C: -0.23365 -10.67965 11.59825
H: 1.12096 -12.06690 12.46431
H: 1.30828 -10.42454 13.05394
H: 0.56502 -11.50951 14.73308
H: -0.60191 -12.46574 13.90514
H: -1.14763 -9.56352 14.68554
H: -2.30594 -10.80663 14.56068
H: 0.20237 -9.98604 10.87930
H: -0.58177 -11.49998 10.97059
C: -4.81840 -5.80665 10.00657
C: -5.10706 -5.81825 8.45776
C: -5.53143 -7.30111 8.13588
S: -4.70712 -8.46025 9.19129
O: -3.61173 -9.08524 8.53036
O: -5.67082 -9.18559 10.00352
C: -3.98912 -7.11777 10.28476
H: -5.73457 -5.75571 10.59491
H: -4.22323 -4.96116 10.35158
H: -4.29617 -5.53548 7.78649
H: -5.89389 -5.08266 8.29077
H: -5.38199 -7.57501 7.09150
H: -6.61079 -7.33107 8.28480
H: -2.99183 -7.06377 9.84817
H: -3.86946 -7.43180 11.32166
C: -5.88355 -10.79487 14.23640
C: -5.99969 -11.64017 12.92966
C: -4.89386 -12.76149 13.07203
S: -4.68777 -13.35433 14.80248
O: -3.26997 -13.09196 15.18640
O: -5.25855 -14.62952 15.17788
C: -5.81246 -11.98771 15.35330
H: -6.63767 -10.12550 14.65033
H: -5.01250 -10.13973 14.24889
H: -5.78594 -11.15944 11.97503
H: -7.01821 -12.02022 12.85032
H: -3.94261 -12.31738 12.77880
H: -4.81063 -13.55303 12.32729
H: -5.69595 -11.70412 16.39930
H: -6.74547 -12.55001 15.31594
C: -2.67333 -16.32299 10.89673
C: -1.80545 -15.82086 11.97656
C: -0.76375 -14.87343 11.45091
S: -0.11713 -15.64197 9.88191
O: 1.05264 -16.51241 10.08266
O: 0.01248 -14.59924 8.89937
C: -1.76211 -16.63746 9.68394
H: -3.44411 -15.57619 10.70619
H: -3.27000 -17.17895 11.21203
H: -1.31727 -16.64974 12.48914
H: -2.36247 -15.41646 12.82172
H: 0.08364 -14.52205 12.03960
H: -1.29652 -14.03073 11.01033
H: -1.40353 -17.66374 9.76309
H: -2.22934 -16.46586 8.71422

=====

A cluster of 3 separate species, C9H11IN2O2 in total at a distorted geometry, computed with ωB97M-V/def2-TZVPD.

Summary:
- Energy above the lowest of the compared OMol25 structures with the same formula, charge and spin: 32.7 kJ/mol
- Lowest unoccupied orbital energy: 0.56 eV
- Maximum force: 3.94 eV Å⁻¹
- E_HOMO: -8.24 eV

Positions of all 25 atoms, in Å:
C: 0.49277 -0.58539 0.69865
C: 0.07509 -0.82508 -1.88507
C: 0.34205 0.54058 -0.04182
C: 0.13852 0.47813 -1.41508
C: 0.44282 -1.83465 0.14293
C: -2.63830 -3.42601 -0.89251
C: 2.49006 2.50962 3.00379
C: -2.53245 -2.29463 -0.22778
C: 0.06583 1.96872 0.46892
N: 0.22294 -1.95991 -1.20871
N: -0.15194 1.46528 -2.27245
O: 2.26522 3.67475 3.07096
O: -2.66265 -1.25032 0.33002
I: 0.95413 -3.59408 1.18887
H: 0.77186 -0.37926 1.81503
H: -0.26907 -0.92529 -2.94108
H: -3.34890 -4.14928 -0.56524
H: -1.70480 -3.80935 -1.38055
H: 3.24624 2.12647 2.30792
H: 2.14829 1.80813 3.76021
H: -0.91447 2.01433 -0.01956
H: 0.26241 2.16645 1.50624
H: 0.68236 2.69073 -0.07594
H: -0.21156 1.13203 -3.22360
H: -0.16646 2.45804 -2.14414

=====

> What is the maximum force in the fifth record?

5.32 eV Å⁻¹